# 1
{"formula": "C5H11BaClNSeYb", "method": "ωB97M-V/def2-TZVPD", "relative_energy_kcal_mol": 0.0, "charge": -2, "gap_ev": [4.81, 4.77], "homo_energy_ev": [-0.52, -0.50], "max_force_ha_per_bohr": 0.0725, "multiplicity": 2, "elements": ["Yb", "N", "H", "C", "H", "Se", "C", "H", "H", "H", "H", "C", "H", "C", "C", "Cl", "H", "H", "Ba", "H", "H"], "coordinates": [[-0.1634, -0.6731, 0.3683], [-1.6456, -1.2520, 1.9935], [3.1842, 0.4712, -5.4209], [3.3692, 0.3311, -4.3391], [1.5882, -0.2538, 2.7275], [-3.4409, -0.8334, 4.2943], [0.2429, 1.4673, -0.9779], [3.8831, 1.1891, -3.8706], [2.5396, 0.0390, 1.2511], [-1.4684, 0.6737, -5.4913], [-2.3526, -0.3128, -4.2087], [-2.3820, -1.1396, 2.9249], [3.8883, -0.6181, -4.1195], [1.7583, -0.5974, 1.6961], [-1.7791, 0.5965, -4.4380], [-0.0157, -2.0854, -1.7628], [-2.2410, 1.5016, -4.0203], [-0.5031, 2.3076, -1.0093], [0.7553, 0.2089, -3.3570], [1.1240, 1.9112, -0.4820], [2.1318, -1.6305, 1.7598]], "lowdin_spin": [0.0853, 0.0003, -0.0001, 0.0014, -0.0005, 0.0001, 0.7296, -0.0003, -0.0005, 0.0000, 0.0000, 0.0001, -0.0001, 0.0102, 0.0010, -0.0015, -0.0002, 0.0553, 0.0648, 0.0544, 0.0006]}

=====

# 2
{"formula": "C5H11BeClCoF3O3S", "method": "ωB97M-V/def2-TZVPD", "relative_energy_kcal_mol": 6.3, "charge": -2, "gap_ev": [4.59, 6.45], "homo_energy_ev": [0.46, -1.41], "max_force_ha_per_bohr": 0.0635, "multiplicity": 5, "elements": ["O", "H", "H", "Co", "C", "F", "H", "H", "O", "S", "C", "H", "H", "Cl", "H", "Be", "C", "F", "H", "F", "C", "H", "O", "C", "H", "H"], "coordinates": [[0.4064, -1.7620, 1.7962], [0.0154, -0.3248, -1.1460], [2.3792, 0.8590, 1.6448], [-1.6716, 1.6550, -0.5099], [-0.6485, 3.3485, -0.4935], [1.8781, -4.5959, -0.2853], [-1.3775, -0.8910, -0.2337], [1.1413, 0.8963, 2.9085], [2.5654, -1.7424, 0.6604], [1.6428, -2.5701, 1.4124], [0.9249, -3.7465, 0.1535], [0.9433, 1.9051, 1.4549], [0.4278, 3.1975, -0.3054], [-3.7579, 1.9310, -0.1565], [-2.2740, 1.9605, -2.9523], [0.5196, -0.3681, 1.1057], [-1.6694, 1.1975, -2.4336], [0.4331, -3.0512, -0.9006], [-2.1388, 0.2047, -2.5408], [-0.0786, -4.4505, 0.7225], [-0.5395, -0.1697, -0.2043], [-0.7954, 3.8347, -1.4728], [2.0979, -3.4085, 2.4819], [1.2980, 0.9337, 1.8219], [-1.0803, 3.9830, 0.3011], [-0.6415, 1.1741, -2.8290]], "lowdin_spin": [0.0183, 0.0201, 0.0008, 2.8367, 0.1446, 0.0001, 0.0261, -0.0001, 0.0031, 0.0032, 0.0011, 0.0013, 0.0205, 0.1371, 0.0290, 0.0462, 0.2209, 0.0057, 0.0193, 0.0002, 0.4051, 0.0151, 0.0009, 0.0044, 0.0248, 0.0155]}